Formula: C6H15NO
Source: OMol25
Level of theory: the ωB97M-V functional and the def2-TZVPD basis

SMILES ... [H]/N=C\C.C=CC.CO
E ... -10001.259 eV
LUMO ... 0.0347 Eh
Orbital gap ... 10.11 eV

Structure (XYZ):
```
23
C6H15NO (the ωB97M-V functional and the def2-TZVPD basis)
H 0.29 2.24 1.35
N 0.04 2.03 0.38
C 1.00 1.85 -0.39
C 2.46 1.92 -0.08
H 0.75 1.62 -1.43
H 2.93 2.71 -0.67
H 2.94 0.98 -0.35
H 2.63 2.13 0.98
C 0.45 -1.40 1.69
C 0.60 -1.58 0.39
C -0.15 -2.59 -0.42
H 1.02 -0.66 2.23
H -0.23 -1.99 2.26
H 1.30 -0.97 -0.18
H -0.79 -3.19 0.22
H -0.77 -2.09 -1.16
H 0.54 -3.25 -0.94
C -2.72 0.28 -0.91
O -2.18 0.22 0.38
H -1.97 0.09 -1.68
H -3.48 -0.50 -0.97
H -3.19 1.25 -1.11
H -1.48 0.90 0.44
```

Formula: C6H15NO
Source: OMol25
Level of theory: the ωB97M-V functional and the def2-TZVPD basis

SMILES ... CC(=O)C(C)(C)C.N
E ... -10002.206 eV
LUMO ... 0.0276 Eh
Orbital gap ... 9.21 eV

Structure (XYZ):
```
23
C6H15NO (the ωB97M-V functional and the def2-TZVPD basis)
C -1.92 -0.67 0.60
C -0.42 -0.70 0.79
O 0.09 -1.15 1.79
C 0.39 0.58 -0.01
C 0.02 1.79 0.87
C 0.00 0.91 -1.45
C 1.90 0.36 0.12
H -2.33 0.16 1.17
H -2.17 -0.55 -0.45
H -2.35 -1.59 0.99
H 0.22 1.58 1.92
H -1.04 2.04 0.79
H 0.59 2.67 0.59
H -1.05 1.18 -1.53
H 0.59 1.76 -1.81
H 0.18 0.06 -2.10
H 2.23 -0.42 -0.56
H 2.16 0.07 1.13
H 2.45 1.27 -0.13
N 0.02 -2.22 -0.59
H 0.56 -1.63 -1.27
H 0.65 -2.73 0.02
H -0.79 -2.76 -0.88
```

Formula: C6H15NO
Source: OMol25
Level of theory: the ωB97M-V functional and the def2-TZVPD basis

SMILES ... C=CCCCNC.O
E ... -10001.570 eV
LUMO ... 0.0294 Eh
Orbital gap ... 8.82 eV

Structure (XYZ):
```
23
C6H15NO (the ωB97M-V functional and the def2-TZVPD basis)
C -1.68 0.45 2.16
C -0.41 0.34 1.82
C 0.37 -0.91 1.55
C 1.35 -0.79 0.36
C 0.72 -0.96 -1.02
N -0.33 0.02 -1.32
C -1.43 -0.39 -2.13
H -2.16 1.43 2.23
H -2.37 -0.37 2.26
H 0.18 1.23 1.62
H 0.95 -1.19 2.43
H -0.22 -1.79 1.28
H 1.74 0.24 0.36
H 2.13 -1.55 0.42
H 0.25 -1.96 -1.08
H 1.49 -0.85 -1.79
H -0.56 0.53 -0.48
H -2.00 -1.23 -1.69
H -2.13 0.44 -2.22
H -1.12 -0.65 -3.14
O 1.34 2.63 -0.64
H 2.12 2.26 -1.09
H 1.76 3.06 0.12
```

Formula: C6H15NO2
Source: OMol25
Level of theory: the ωB97M-V functional and the def2-TZVPD basis

E ... -12045.103 eV
LUMO (alpha / beta) ... 0.0135 / 0.0136 Eh
Orbital gap (alpha / beta) ... 7.96 / 7.96 eV

Structure (XYZ):
```
24
C6H15NO2 (the ωB97M-V functional and the def2-TZVPD basis)
C -1.48 -0.32 -0.32
C -1.14 1.83 1.45
C -1.94 -1.41 0.60
N -0.20 0.92 0.81
O 0.36 0.18 1.76
H 0.89 -0.63 1.19
H -2.11 0.56 -0.30
H -1.46 -0.58 -1.37
H -1.88 1.29 2.05
H -0.56 2.49 2.11
H -1.62 2.43 0.69
H -1.63 -1.22 1.64
H -3.02 -1.51 0.60
H -1.51 -2.38 0.35
C 1.37 0.01 -1.60
C 2.67 0.50 -0.95
C 0.73 -1.15 -0.86
O 1.12 -1.54 0.27
H 0.20 -1.88 -1.49
H 0.67 0.84 -1.66
H 1.56 -0.32 -2.62
H 2.48 0.89 0.05
H 3.10 1.31 -1.54
H 3.40 -0.30 -0.87
```

Formula: C6H15NO2
Source: OMol25
Level of theory: the ωB97M-V functional and the def2-TZVPD basis

SMILES ... C/C(=C\N)CCCO.O
E ... -12049.380 eV
LUMO ... 0.0289 Eh
Orbital gap ... 9.08 eV

Structure (XYZ):
```
24
C6H15NO2 (the ωB97M-V functional and the def2-TZVPD basis)
C -0.16 -0.38 -1.96
C -0.50 -0.65 -0.49
C -1.53 -0.04 0.09
N -2.49 0.79 -0.52
C 0.30 -1.67 0.26
C 1.77 -1.28 0.43
C 2.02 0.14 1.00
O 0.95 0.75 1.68
H 0.37 -1.27 -2.31
H -1.00 -0.43 -2.64
H 0.45 0.52 -1.84
H -1.69 -0.24 1.15
H -2.26 1.02 -1.48
H -3.43 0.45 -0.51
H -0.12 -1.76 1.26
H 0.20 -2.68 -0.15
H 2.26 -2.04 1.03
H 2.25 -1.30 -0.56
H 2.46 0.80 0.24
H 2.80 0.09 1.75
H 0.39 1.18 1.01
O -0.67 2.65 0.68
H -0.87 3.13 1.45
H -1.50 2.22 0.44
```

Formula: C6H15NO2
Source: OMol25
Level of theory: the ωB97M-V functional and the def2-TZVPD basis

SMILES ... CO[C@@H](N)OC(C)(C)C
E ... -12050.051 eV
LUMO ... 0.0330 Eh
Orbital gap ... 10.43 eV

Structure (XYZ):
```
24
C6H15NO2 (the ωB97M-V functional and the def2-TZVPD basis)
C 2.45 0.78 -1.25
O 2.01 0.07 -0.12
C 1.18 -1.01 -0.41
N 1.34 -1.95 0.66
O -0.15 -0.64 -0.73
C -1.00 0.13 0.14
C -1.25 -0.54 1.50
C -0.48 1.55 0.36
C -2.32 0.18 -0.64
H 3.01 1.63 -0.87
H 3.09 0.15 -1.88
H 1.60 1.13 -1.85
H 1.49 -1.51 -1.34
H 0.60 -2.64 0.65
H 1.36 -1.48 1.55
H -0.38 -0.44 2.15
H -2.09 -0.06 1.98
H -1.48 -1.60 1.37
H -1.21 2.11 0.94
H 0.47 1.54 0.89
H -0.34 2.05 -0.60
H -2.15 0.60 -1.63
H -3.05 0.78 -0.11
H -2.71 -0.83 -0.77
```

One value per record, in order, for max |F|: 0.9; 2.8; 1.4; 2.2; 2.2; 0.8 eV Å⁻¹.
One value per record, in order, for molecular weight: 117.2; 117.2; 117.2; 133.2; 133.2; 133.2 g/mol.
One value per record, in order, for energy relative to the best compared isomer or geometry (same formula, charge and spin): 2.498; 1.551; 2.187; 6.309; 2.031; 1.360 eV.